No. 1
DFT (the ωB97M-V functional and the def2-TZVPD basis) results for a 5-piece molecular cluster, C22H46ClF9IN5O5PS5 overall in a non-equilibrium geometry.

Properties
Multiplicity = 1
LUMO level = -2.077 eV
Maximum force = 1.51 eV Å⁻¹
Total charge = +1

Cartesian coordinates (Å):
C 3.34 2.45 4.79
C 3.79 2.52 3.53
C 3.12 1.86 2.39
N 2.24 2.51 1.65
C 1.86 1.64 0.69
N 0.97 1.99 -0.24
C 0.47 3.39 -0.11
C -0.57 3.83 -1.12
C 0.01 4.43 -2.40
Cl -1.24 4.68 -3.64
C 0.55 1.09 -1.29
C 1.51 1.07 -2.50
C 0.84 0.78 -3.83
F 1.79 0.85 -4.78
F -0.09 1.72 -4.10
C 0.16 -0.62 -3.85
F -0.94 -0.58 -3.11
F 1.00 -1.48 -3.25
S -0.27 -1.37 -5.55
F -0.26 0.06 -6.22
F 1.28 -1.55 -5.83
F -0.34 -2.81 -4.88
F -1.82 -1.21 -5.29
F -0.58 -2.02 -6.94
N 2.48 0.45 0.86
C 2.45 -0.85 0.21
C 1.40 -1.85 0.76
C 0.28 -1.26 1.60
I 0.66 -1.13 3.69
N 3.31 0.61 1.96
P 4.53 -0.42 2.84
N 5.87 -0.38 1.79
O 4.01 -1.94 2.61
H 3.24 3.36 5.39
H 3.05 1.50 5.23
H 4.67 3.09 3.24
H 1.34 4.05 -0.19
H 0.04 3.47 0.88
H -1.13 4.64 -0.65
H -1.34 3.08 -1.34
H 0.85 3.87 -2.81
H 0.40 5.42 -2.16
H 0.40 0.08 -0.89
H -0.44 1.37 -1.65
H 1.99 2.04 -2.58
H 2.31 0.34 -2.40
H 3.44 -1.29 0.33
H 2.30 -0.76 -0.86
H 0.91 -2.30 -0.11
H 1.91 -2.67 1.27
H -0.08 -0.29 1.26
H -0.57 -1.94 1.55
H 5.93 0.47 1.23
H 5.97 -1.19 1.18
H 4.68 -2.49 2.17
C 6.77 5.24 0.02
S 7.54 4.36 1.38
O 6.47 3.57 2.05
C 7.83 5.80 2.41
H 6.47 4.50 -0.72
H 5.90 5.78 0.38
H 7.49 5.92 -0.42
H 6.88 6.30 2.61
H 8.52 6.47 1.90
H 8.27 5.46 3.34
C -3.59 2.57 2.44
S -2.32 1.31 2.56
O -1.53 1.39 1.29
C -3.41 -0.10 2.39
H -3.10 3.55 2.48
H -4.13 2.46 1.50
H -4.27 2.47 3.28
H -3.96 -0.02 1.46
H -4.09 -0.12 3.24
H -2.81 -1.01 2.40
C -6.17 -3.20 3.01
S -4.78 -4.32 2.89
O -3.54 -3.48 3.00
C -5.00 -4.70 1.15
H -6.20 -2.80 4.02
H -6.05 -2.38 2.29
H -7.09 -3.74 2.80
H -4.96 -3.79 0.56
H -5.96 -5.20 1.01
H -4.19 -5.37 0.86
C -7.60 -7.59 -2.14
S -6.30 -6.44 -1.68
O -6.96 -5.17 -1.27
C -5.66 -6.19 -3.34
H -8.15 -7.84 -1.24
H -8.26 -7.11 -2.86
H -7.16 -8.49 -2.57
H -6.46 -5.80 -3.98
H -5.28 -7.13 -3.73
H -4.85 -5.46 -3.28


No. 2
DFT (the ωB97M-V functional and the def2-TZVPD basis) results for C22H46F8N2O30S9Zr as an isolated structure in a non-equilibrium geometry.

Properties
Multiplicity = 1
LUMO level = -9.779 eV
Maximum force = 7.30 eV Å⁻¹
Total charge = +2

Cartesian coordinates (Å):
Zr -21.02 -8.58 -29.38
C -18.53 -13.39 -27.94
F -18.65 -12.27 -27.21
F -17.31 -13.46 -28.43
F -18.83 -14.42 -27.20
S -19.70 -13.27 -29.40
O -19.14 -12.39 -30.36
O -19.93 -14.61 -29.81
N -21.05 -12.45 -28.80
S -22.22 -13.38 -28.15
O -21.81 -14.62 -27.63
O -23.01 -12.54 -27.31
C -23.29 -13.81 -29.62
F -22.60 -14.25 -30.63
F -24.13 -14.72 -29.20
F -23.97 -12.71 -29.98
N -19.03 -8.82 -28.88
S -17.68 -9.38 -29.63
O -17.03 -10.52 -29.12
O -16.94 -8.43 -30.36
F -18.44 -10.09 -30.83
S -18.19 -8.48 -27.35
O -17.34 -7.40 -27.52
O -18.01 -9.58 -26.50
F -19.51 -7.78 -26.78
C -15.80 -5.72 -33.73
C -16.24 -5.69 -35.21
C -17.29 -6.80 -35.48
S -17.83 -7.36 -33.86
O -17.21 -8.59 -33.44
O -19.29 -7.24 -33.73
C -17.06 -6.01 -32.96
H -15.34 -4.78 -33.46
H -15.13 -6.59 -33.69
H -15.43 -5.71 -35.93
H -16.79 -4.75 -35.30
H -16.83 -7.65 -35.99
H -18.15 -6.44 -36.02
H -16.96 -6.21 -31.89
H -17.84 -5.24 -33.02
C -14.37 -9.30 -24.10
C -14.36 -10.43 -25.09
C -13.18 -10.14 -26.01
S -13.25 -8.35 -26.33
O -14.01 -8.02 -27.51
O -11.95 -7.80 -26.10
C -14.26 -8.00 -24.86
H -13.48 -9.40 -23.47
H -15.17 -9.29 -23.35
H -15.19 -10.52 -25.81
H -14.28 -11.46 -24.73
H -13.05 -10.58 -27.00
H -12.21 -10.31 -25.53
H -15.19 -7.61 -25.28
H -13.80 -7.21 -24.27
C -17.06 -12.14 -23.37
C -17.44 -13.58 -22.96
O -18.28 -13.43 -21.81
S -18.94 -11.99 -21.84
O -19.25 -11.50 -20.59
O -19.87 -11.96 -22.92
O -17.56 -11.32 -22.29
H -17.55 -11.77 -24.27
H -16.01 -11.84 -23.42
H -16.65 -14.30 -22.78
H -18.03 -14.01 -23.78
C -13.54 -12.40 -29.90
C -13.81 -10.88 -29.77
O -12.57 -10.26 -29.91
S -11.31 -11.18 -29.59
O -10.90 -11.08 -28.25
O -10.33 -11.05 -30.57
O -12.12 -12.54 -29.83
H -13.80 -12.79 -30.88
H -14.08 -12.92 -29.11
H -14.33 -10.65 -28.85
H -14.45 -10.54 -30.59
C -14.91 -3.70 -28.37
C -15.63 -4.97 -28.10
O -15.47 -5.24 -26.70
S -15.39 -3.83 -25.91
O -14.27 -3.86 -25.09
O -16.67 -3.57 -25.35
O -15.18 -2.93 -27.19
H -15.23 -3.16 -29.26
H -13.82 -3.76 -28.46
H -15.50 -5.88 -28.67
H -16.72 -4.77 -28.18
C -21.63 -9.87 -26.44
C -22.21 -8.47 -26.29
O -21.95 -7.70 -27.52
O -21.21 -10.07 -27.83
H -22.35 -10.63 -26.17
H -20.75 -9.96 -25.81
H -21.79 -7.95 -25.43
H -23.28 -8.60 -26.11
H -22.17 -6.77 -27.33
H -21.20 -11.12 -28.02
C -20.81 -9.39 -32.47
C -20.94 -10.73 -31.79
O -21.18 -10.50 -30.37
O -20.28 -8.41 -31.49
H -21.82 -9.07 -32.72
H -20.15 -9.52 -33.32
H -20.02 -11.30 -31.91
H -21.68 -11.38 -32.26
H -21.14 -11.41 -29.85
H -19.90 -7.66 -32.06
C -16.87 -12.23 -33.75
C -18.18 -11.59 -33.30
O -19.00 -11.17 -34.37
O -17.12 -13.45 -34.44
H -16.24 -12.42 -32.87
H -16.37 -11.50 -34.39
H -17.85 -10.71 -32.74
H -18.76 -12.20 -32.60
H -19.31 -11.97 -34.82
H -17.15 -14.17 -33.80


No. 3
DFT (the ωB97M-V functional and the def2-TZVPD basis) results for C22H46N9OPPm as an isolated structure in a non-equilibrium geometry.

Properties
Multiplicity = 5
LUMO level (spin up / spin down) = -8.077 / -7.802 eV
Maximum force = 2.16 eV Å⁻¹
Total charge = +3

Cartesian coordinates (Å):
Pm 7.81 8.76 11.37
N 6.14 10.61 10.24
C 5.30 11.20 11.27
C 6.15 11.55 12.47
N 6.93 10.41 12.98
C 6.24 9.73 14.12
C 5.23 8.70 13.65
N 5.87 7.66 12.79
H 5.55 10.20 9.53
H 6.64 11.36 9.75
H 4.83 12.13 10.97
H 4.54 10.46 11.53
H 6.87 12.31 12.12
H 5.55 12.02 13.20
H 7.77 10.86 13.40
H 7.03 9.23 14.68
H 5.70 10.48 14.75
H 4.74 8.29 14.51
H 4.42 9.13 13.07
H 6.42 7.09 13.46
H 5.15 7.07 12.38
N 6.44 5.85 9.72
C 5.87 5.43 8.60
C 5.86 6.49 7.72
C 6.45 7.54 8.43
N 6.77 7.15 9.67
H 6.63 5.27 10.54
H 5.64 4.39 8.43
H 5.39 6.53 6.72
H 6.72 8.58 8.14
O 8.75 8.36 13.47
P 10.29 8.20 13.31
N 10.89 7.05 14.25
C 10.07 6.24 15.21
C 10.87 4.95 15.38
C 12.29 5.47 15.38
C 12.30 6.60 14.36
N 10.31 7.81 11.64
C 9.78 6.41 11.44
C 10.46 5.95 10.13
C 11.85 6.58 10.25
C 11.58 7.96 10.85
N 11.18 9.54 13.50
C 11.74 9.91 14.83
C 11.41 11.35 14.95
C 11.49 11.84 13.48
C 10.85 10.75 12.70
H 9.05 6.06 14.85
H 9.96 6.77 16.15
H 10.72 4.31 14.49
H 10.57 4.37 16.23
H 13.10 4.77 15.20
H 12.51 5.90 16.37
H 12.68 6.27 13.36
H 12.94 7.44 14.65
H 8.69 6.36 11.38
H 10.03 5.74 12.27
H 9.99 6.36 9.22
H 10.46 4.88 10.04
H 12.38 6.59 9.29
H 12.43 5.96 10.93
H 11.49 8.74 10.10
H 12.37 8.32 11.53
H 12.81 9.78 14.86
H 11.29 9.31 15.61
H 12.07 11.92 15.61
H 10.38 11.53 15.30
H 12.57 11.93 13.23
H 11.04 12.82 13.32
H 11.29 10.68 11.70
H 9.75 10.92 12.66
C 10.92 9.41 6.24
C 10.29 10.50 7.14
C 9.56 9.85 8.26
N 8.94 9.36 9.09
H 11.35 9.96 5.39
H 10.18 8.77 5.81
H 11.72 8.79 6.69
H 9.57 11.10 6.56
H 11.07 11.16 7.58


No. 4
DFT (the ωB97M-V functional and the def2-TZVPD basis) results for a single C22H46O molecule.

Properties
Multiplicity = 1
LUMO level = 0.942 eV
Maximum force = 0.53 eV Å⁻¹

Cartesian coordinates (Å):
C -0.70 1.93 4.69
C -0.93 1.35 3.29
C -2.42 1.11 3.03
C -2.71 0.61 1.62
C -2.15 -0.79 1.34
C -2.73 -1.38 0.06
C -2.11 -2.74 -0.28
C -2.79 -3.39 -1.49
C -2.09 -4.67 -1.96
C -0.77 -4.41 -2.68
C -0.97 -3.88 -4.10
C 0.31 -3.34 -4.74
C 0.92 -2.14 -4.02
C -0.04 -0.96 -3.86
C 0.61 0.28 -3.25
C 0.99 0.08 -1.78
C 1.48 1.38 -1.14
C 1.92 1.17 0.31
C 2.38 2.48 0.96
C 2.86 2.26 2.39
C 3.38 3.53 3.06
H 3.81 3.27 4.03
C 2.29 4.57 3.31
O 2.74 5.63 4.12
H 3.51 6.03 3.70
H 1.45 4.13 3.85
H 1.91 4.96 2.35
H 4.17 3.96 2.45
H 3.66 1.52 2.38
H 2.04 1.84 2.99
H 1.55 3.18 0.95
H 3.19 2.91 0.37
H 1.09 0.76 0.88
H 2.74 0.45 0.34
H 0.68 2.12 -1.17
H 2.32 1.77 -1.72
H 0.11 -0.27 -1.23
H 1.77 -0.67 -1.69
H -0.08 1.11 -3.32
H 1.51 0.54 -3.82
H -0.43 -0.70 -4.85
H -0.88 -1.25 -3.24
H 1.80 -1.81 -4.59
H 1.28 -2.45 -3.04
H 1.05 -4.13 -4.79
H 0.07 -3.04 -5.77
H -1.35 -4.70 -4.73
H -1.73 -3.10 -4.11
H -0.20 -5.34 -2.73
H -0.19 -3.69 -2.10
H -1.91 -5.30 -1.08
H -2.76 -5.21 -2.62
H -2.83 -2.67 -2.31
H -3.82 -3.62 -1.22
H -2.20 -3.40 0.58
H -1.05 -2.60 -0.48
H -3.81 -1.50 0.17
H -2.56 -0.69 -0.77
H -1.06 -0.74 1.25
H -2.39 -1.45 2.18
H -2.32 1.31 0.89
H -3.80 0.58 1.49
H -2.80 0.39 3.76
H -2.95 2.05 3.18
H -0.54 2.04 2.55
H -0.39 0.41 3.20
H 0.36 2.07 4.88
H -1.20 2.89 4.79
H -1.10 1.26 5.45


No. 5
DFT (the ωB97M-V functional and the def2-TZVPD basis) results for C22H47AsO9RbSi as an isolated structure.

Properties
Multiplicity = 1
LUMO level = 2.015 eV
Maximum force = 0.17 eV Å⁻¹
Total charge = -1

Cartesian coordinates (Å):
Rb -0.54 2.06 -0.63
O -4.50 1.07 -3.42
C -3.56 1.75 -2.74
O -2.38 1.61 -2.95
C -4.17 2.67 -1.71
O -3.18 3.17 -0.88
C -3.67 4.18 0.00
C -2.60 4.68 1.00
O -2.91 5.73 1.58
O -1.58 3.96 1.13
H -4.02 0.50 -4.04
H -4.95 2.12 -1.16
H -4.69 3.47 -2.26
H -4.52 3.79 0.58
H -4.03 5.03 -0.59
C -2.65 -2.97 1.41
C -2.25 -2.47 0.03
C -2.60 -0.98 -0.09
C -2.97 -3.26 -1.05
O -0.86 -2.70 -0.09
Si 0.26 -1.87 -1.00
O 0.50 -0.38 -0.59
O -0.30 -2.10 -2.56
C 0.39 -1.84 -3.77
C 1.07 -3.13 -4.21
C 1.44 -0.73 -3.61
C -0.66 -1.40 -4.78
O 1.60 -2.86 -0.92
C 2.36 -3.19 0.23
C 3.78 -3.43 -0.25
C 1.78 -4.48 0.83
C 2.34 -2.08 1.28
H -3.73 -2.88 1.58
H -2.13 -2.40 2.18
H -2.37 -4.02 1.52
H -3.66 -0.83 0.09
H -2.35 -0.61 -1.09
H -2.02 -0.41 0.64
H -4.06 -3.13 -0.98
H -2.74 -4.32 -0.95
H -2.63 -2.94 -2.04
H 1.78 -3.46 -3.45
H 1.59 -3.00 -5.16
H 0.31 -3.91 -4.33
H 2.21 -1.01 -2.90
H 0.97 0.19 -3.25
H 1.91 -0.54 -4.58
H -1.43 -2.17 -4.87
H -0.22 -1.24 -5.77
H -1.13 -0.47 -4.44
H 3.79 -4.20 -1.02
H 4.43 -3.75 0.57
H 4.19 -2.51 -0.67
H 1.81 -5.28 0.09
H 0.74 -4.32 1.12
H 2.36 -4.79 1.71
H 2.67 -1.14 0.84
H 2.99 -2.35 2.11
H 1.33 -1.92 1.67
C 4.29 1.81 1.98
C 3.51 2.95 2.62
As 1.79 3.27 1.71
C 1.15 4.79 2.79
C 0.90 4.56 4.27
C 0.75 1.74 2.44
C 1.20 1.12 3.76
H 5.23 1.62 2.49
H 4.51 2.03 0.93
H 3.71 0.88 1.99
H 4.08 3.89 2.55
H 3.34 2.77 3.68
H 0.22 5.10 2.30
H 1.89 5.58 2.63
H 0.11 3.82 4.41
H 0.56 5.48 4.75
H 1.79 4.21 4.80
H 0.76 0.96 1.67
H -0.28 2.11 2.52
H 2.19 0.66 3.68
H 0.50 0.33 4.06
H 1.24 1.85 4.58